Below is the molecule C6H12O, with properties calculated with ωB97M-V/def2-TZVPD.

Summary:
- Maximum force: 0.417 eV/A
- SMILES string: CC[C@H]1C[C@H]1CO
- 2S+1: 1
- Energy above the lowest of the compared OMol25 structures with the same formula, charge and spin: 29.6 kcal per mole

Geometry as XYZ:
```
19
C6H12O, DFT ωB97M-V/def2-TZVPD
O -0.6988 2.5784 1.3789
C 2.0066 -0.9669 -0.2787
C -0.6249 0.8535 -0.2791
C 0.1173 1.5580 0.8311
C 0.5971 -1.5542 -0.2114
C -0.4729 -0.5871 -0.6986
C -1.6559 -0.1726 0.1284
H 2.7778 -1.7377 -0.1896
H 0.4269 0.8396 1.6085
H 2.1667 -0.2422 0.5254
H -0.8980 1.5347 -1.0837
H 0.3777 -1.9004 0.8061
H -1.6264 -0.4599 1.1800
H -1.5766 2.1900 1.4954
H 0.5457 -2.4493 -0.8451
H 1.0199 2.0631 0.4707
H 2.1567 -0.4446 -1.2288
H -2.6511 -0.1755 -0.3057
H -0.7063 -0.7182 -1.7544
```

Löwdin atomic charge list, values in e, 6 entries:
1. O -0.062
2. C -0.105
3. C -0.239
4. C -0.258
5. C -0.222
6. C -0.261

---

Below is the molecule C7H12 in a non-equilibrium geometry, with properties calculated with ωB97M-V/def2-TZVPD.

Summary:
- Maximum force: 4.577 eV/A
- SMILES string: C=C/C(=C/C)CC
- 2S+1: 1
- Energy above the lowest of the compared OMol25 structures with the same formula, charge and spin: 138.7 kcal per mole

Geometry as XYZ:
```
19
C7H12, DFT ωB97M-V/def2-TZVPD
C -0.0029 1.0981 -1.4541
C -0.3419 0.6374 0.9117
C 0.8063 -2.2144 0.3747
C 0.2079 -1.2799 -0.7293
C -0.9641 -0.1894 1.9733
C 0.3517 2.3652 -1.2029
C 0.0077 0.1512 -0.2726
H 0.9710 -1.2652 -1.6007
H -0.3140 -0.5053 2.8600
H -0.4724 1.6375 1.1490
H 1.6335 -1.8841 0.9545
H 1.3309 2.7707 -1.3793
H -1.5141 -1.0246 1.6504
H -1.7960 0.4875 2.3854
H -0.7024 -1.7372 -0.9990
H -0.3775 3.2056 -0.8532
H -0.3651 0.6570 -2.3662
H -0.0598 -2.7848 0.8649
H 1.2783 -2.9659 -0.2711
```

Löwdin atomic charge list, values in e, 6 entries:
1. C -0.134
2. C -0.133
3. C -0.108
4. C -0.201
5. C -0.113
6. C -0.054

---

Below is a cluster of 10 separate species, C32H90N6O14 in total in a non-equilibrium geometry, with properties calculated with ωB97M-V/def2-TZVPD.

Summary:
- Maximum force: 4.536 eV/A
- SMILES string: COC[C@H](C)N.COC[C@H](C)N.COC[C@H](C)N.COC[C@H](C)N.COC[C@H](C)N.COC[C@H](C)N.OCCO.OCCO.OCCO.OCCO
- 2S+1: 1
- Energy above the lowest of the compared OMol25 structures with the same formula, charge and spin: 43.6 kcal per mole

Geometry as XYZ:
```
142
C32H90N6O14, DFT ωB97M-V/def2-TZVPD
O 16.1952 -11.9763 15.9913
O 9.0654 -12.6262 17.8426
O 14.0954 -14.4953 14.4669
O 5.3490 -11.3044 12.6174
O 12.3033 -15.0085 19.3652
O 12.8172 -12.7820 22.2181
O 7.9995 -13.3215 24.5019
O 10.9379 -10.6607 14.6704
O 11.9171 -7.8649 19.7256
O 5.2888 -11.4133 22.0059
O 6.6188 -14.3544 16.0713
O 5.0070 -12.1460 16.5566
O 14.3491 -16.8092 15.8964
O 10.2636 -11.3896 22.4090
N 11.4447 -13.5174 12.2986
N 3.5222 -14.5581 21.6017
N 14.0377 -9.9718 21.7874
N 5.4106 -9.2333 15.6737
N 9.5355 -9.8896 20.2536
N 13.6303 -9.3570 16.2515
C 4.3735 -13.4727 21.1817
C 8.1795 -9.7426 18.1357
C 16.9610 -12.7078 15.0396
C 13.0851 -14.8769 15.4518
C 13.6129 -15.7757 16.4371
C 6.2287 -12.4141 17.4092
C 13.0550 -13.4544 20.9719
C 9.6567 -11.7651 18.8170
C 10.0596 -13.4107 17.1642
C 14.5292 -10.4126 16.6352
C 4.6078 -12.5302 22.3539
C 12.5369 -8.1210 22.4924
C 9.7364 -10.4333 15.4053
C 4.9149 -8.3378 13.4475
C 3.6334 -12.8206 19.9852
C 12.0773 -6.9097 18.7839
C 13.0782 -8.5511 20.1426
C 5.8553 -10.6433 13.7453
C 6.4434 -13.8568 17.3924
C 10.5902 -11.7442 13.7246
C 11.7959 -12.3335 13.0614
C 13.7191 -11.4601 17.3315
C 4.9428 -9.5818 14.3626
C 5.3687 -10.4678 23.0200
C 12.0873 -14.6397 20.6873
C 5.8703 -12.5706 12.5456
C 9.2565 -13.0542 23.8987
C 8.6915 -10.6211 19.2365
C 12.5136 -11.3402 12.2111
C 12.8333 -9.2347 21.4201
C 15.2097 -11.1189 15.4327
C 9.0872 -11.7497 23.1073
H 8.8584 -10.9340 23.8093
H 11.9169 -12.5572 22.3069
H 5.5405 -14.4543 17.7471
H 17.4125 -13.5031 15.5523
H 10.8011 -12.7801 16.7326
H 6.1245 -10.8057 23.7195
H 12.4021 -12.6304 13.9349
H 9.9988 -12.5132 14.1759
H 9.5278 -11.1655 16.1978
H 3.6054 -12.2818 22.6623
H 12.9319 -12.7707 20.1467
H 15.2890 -10.0554 17.3125
H 15.6326 -10.4396 14.6802
H 7.8117 -11.1304 19.6420
H 13.8489 -10.8896 22.1523
H 12.1710 -15.1950 14.9039
H 13.3965 -11.0874 18.3394
H 12.3959 -10.3221 12.5657
H 12.7233 -7.1860 17.8606
H 13.8185 -7.8002 20.2128
H 14.0892 -13.7481 21.0928
H 10.6212 -11.2213 18.4560
H 8.8825 -10.3266 14.7738
H 10.0418 -12.9566 24.6097
H 13.4089 -9.2214 19.3172
H 4.3230 -12.5714 17.0432
H 6.9326 -12.6061 12.3798
H 6.0615 -11.9992 18.3989
H 14.3556 -12.3444 17.4910
H 4.1580 -7.6610 13.8378
H 9.4593 -13.8392 23.2076
H 3.9255 -15.1706 22.3159
H 14.6752 -9.4979 22.3740
H 9.8783 -12.4378 19.7276
H 12.1566 -11.2807 11.1571
H 11.1555 -13.2782 11.3499
H 7.8394 -10.2290 17.2261
H 8.1993 -11.8461 22.4295
H 11.0979 -6.5854 18.3833
H 10.8361 -14.2433 12.6837
H 7.8811 -14.2371 24.6704
H 5.4080 -13.1026 11.7499
H 11.0479 -14.3282 20.8266
H 6.0420 -11.3395 14.5909
H 16.3957 -13.0385 14.1490
H 5.1405 -9.9674 16.3487
H 7.3037 -14.1644 17.9260
H 5.1256 -12.9553 23.2654
H 3.8788 -10.0122 14.2690
H 9.9473 -9.4787 15.9091
H 12.9166 -9.7586 15.6629
H 2.5706 -12.6388 20.3002
H 6.7824 -10.1069 13.4257
H 10.2751 -9.3402 19.8563
H 7.0673 -12.0193 16.8702
H 10.0086 -11.2609 12.9278
H 15.0150 -16.4198 15.3068
H 13.5750 -11.5456 11.9757
H 9.7005 -14.0197 16.3318
H 12.8038 -16.1367 16.9965
H 4.4022 -10.3579 23.5517
H 11.5614 -7.6536 22.2025
H 14.4740 -11.7159 14.8403
H 13.6651 -14.0665 13.7524
H 8.9030 -8.9312 17.8916
H 13.2870 -7.3491 22.4773
H 4.1943 -11.9065 19.7185
H 13.1895 -15.3578 19.3447
H 3.7290 -13.5690 19.1226
H 7.2465 -9.2424 18.5699
H 12.2627 -15.5109 21.3072
H 9.9035 -10.8647 21.7005
H 5.2037 -8.2998 15.9863
H 4.7204 -8.5195 12.3737
H 3.2029 -15.1030 20.7906
H 5.7623 -9.5315 22.5940
H 5.3715 -13.7533 20.8549
H 12.5726 -6.0477 19.1881
H 5.9528 -7.8396 13.4797
H 5.7209 -13.2635 13.3576
H 5.9632 -13.7965 15.5471
H 12.8286 -11.6500 16.7107
H 12.7735 -13.9316 15.8883
H 10.4806 -14.1431 17.9767
H 8.9734 -9.1631 20.8152
H 17.8021 -12.1245 14.6626
H 14.1441 -8.6990 15.6991
H 11.9524 -9.8850 21.3883
H 14.2622 -15.2207 17.1496
H 12.3673 -8.5812 23.4970
```

Löwdin atomic charge list, values in e, 6 entries:
1. O -0.188
2. O -0.254
3. O -0.067
4. O -0.137
5. O -0.085
6. O -0.078

---

- What is the formula in the first record?
  C6H12O